1.
ORCA calculation (the ωB97M-V functional and the def2-TZVPD basis) on C14H7N2O9Pd as an isolated structure.

Properties
- Relative energy (zero: lowest compared OMol25 entry of this formula, charge and spin): 2.5 kJ/mol
- 2S+1: 5
- LUMO (alpha / beta): -5.456 / -7.707 eV
- Gap between HOMO and LUMO (alpha / beta): 7.22 / 4.96 eV
- Energy: -39505.0397 eV
- Highest occupied orbital energy (alpha / beta): -12.67 / -12.66 eV
- Total charge: +1

Cartesian coordinates (Å):
1 Pd -0.32269 -2.19105 -0.46834
2 O 4.96587 -2.65571 3.07467
3 C 4.01186 -2.65344 2.42041
4 C 2.46153 -2.99182 2.90284
5 O 2.22817 -3.29310 4.00936
6 C 1.63768 -2.85704 1.66839
7 C 2.42790 -2.45929 0.51337
8 O 1.93881 -2.27107 -0.59801
9 C 3.87267 -2.32782 0.81790
10 O 4.81775 -2.06727 0.17296
11 O 0.43360 -3.06864 1.61897
12 O -0.61850 -0.52983 -1.85217
13 C -0.30231 0.27825 -0.93583
14 O -0.01369 -0.19950 0.21779
15 C -0.25312 1.73480 -1.16508
16 C -0.52185 2.25035 -2.43046
17 C -0.46731 3.61811 -2.64412
18 C -0.14449 4.47334 -1.60011
19 C 0.11930 3.93206 -0.35484
20 C 0.07173 2.57677 -0.10964
21 N 0.47017 4.83645 0.76146
22 O 0.72182 4.32389 1.83224
23 O 0.47696 6.02484 0.53305
24 H -0.76910 1.57228 -3.23580
25 H -0.67406 4.02299 -3.62464
26 H -0.09337 5.54367 -1.73645
27 H 0.28089 2.19263 0.87717
28 C -4.94372 -3.05532 -0.06832
29 C -3.51878 -2.80592 -0.19237
30 N -2.39845 -2.60505 -0.29121
31 H -5.31357 -3.50423 -0.98851
32 H -5.45943 -2.11310 0.10927
33 H -5.12227 -3.73122 0.76603


2.
ORCA calculation (the ωB97M-V functional and the def2-TZVPD basis) on a 12-piece molecular cluster, C20H43Cl22NO3P overall in a non-equilibrium geometry.

Properties
- 2S+1: 1
- LUMO: 1.593 eV
- Gap between HOMO and LUMO: 5.61 eV
- Energy: -313848.8355 eV
- Highest occupied orbital energy: -4.01 eV
- Total charge: -1

Cartesian coordinates (Å):
1 C 4.47744 -2.33240 1.08122
2 C 2.95839 -2.03414 0.68328
3 O 2.36960 -2.95187 0.04731
4 N 2.27573 -0.74254 0.98810
5 C 2.13058 -0.08374 -0.34632
6 C 0.96503 -0.97524 1.66865
7 C 0.13539 0.34882 1.99255
8 C -0.86214 0.84113 0.84576
9 C -2.27619 0.09560 0.81149
10 P -2.30178 -1.49155 -0.26119
11 O -2.22177 -2.44312 1.21604
12 C -3.56369 -2.69653 1.71961
13 C -4.46527 -2.80679 0.35551
14 O -4.05637 -1.61904 -0.38169
15 H 4.75862 -1.72453 1.99820
16 H 5.13783 -2.05579 0.18133
17 H 4.54763 -3.45608 1.24714
18 H 2.25987 1.04100 -0.24933
19 H 1.18309 -0.39191 -0.91195
20 H 3.00342 -0.46348 -0.99819
21 H 0.37243 -1.77885 1.10730
22 H 1.21816 -1.45333 2.68911
23 H -0.51546 0.11360 2.91139
24 H 0.83728 1.19138 2.32197
25 H -0.44005 0.82139 -0.20922
26 H -1.09368 1.94861 1.06929
27 H -3.00982 0.82481 0.29315
28 H -2.71831 -0.05903 1.86341
29 H -2.30607 -2.81194 -0.90224
30 H -0.89670 -1.52177 -0.58736
31 H -2.40220 -0.72802 -1.50862
32 H -4.06365 -1.77943 2.21337
33 H -3.68199 -3.58495 2.43530
34 H -4.15075 -3.81829 -0.07062
35 H -5.59512 -2.85747 0.57502
36 C -3.77214 3.57255 0.29524
37 Cl -2.14642 3.93745 0.88476
38 Cl -4.61741 5.03942 -0.21923
39 H -3.69531 2.89362 -0.55182
40 H -4.33980 3.10102 1.09486
41 C -3.66963 -5.43831 4.77392
42 Cl -4.06315 -3.92613 5.60155
43 Cl -5.08341 -6.09361 3.93746
44 H -2.88310 -5.24811 4.04480
45 H -3.32693 -6.15907 5.50527
46 C 8.23041 -1.93908 -0.33307
47 Cl 7.10660 -0.63703 0.07697
48 Cl 7.37340 -3.44901 -0.66638
49 H 8.79544 -1.65221 -1.21812
50 H 8.90909 -2.09573 0.50327
51 C -3.96510 8.54288 -1.06814
52 Cl -3.60880 9.85048 -2.20603
53 Cl -5.70697 8.34578 -0.84548
54 H -3.55085 7.61370 -1.45559
55 H -3.51015 8.77700 -0.10771
56 C 9.46452 -5.67338 -2.69031
57 Cl 10.38190 -6.89783 -3.57764
58 Cl 10.17139 -4.06770 -2.89966
59 H 8.44146 -5.66009 -3.06146
60 H 9.46959 -5.92653 -1.63192
61 C -0.90491 9.53600 -4.50262
62 Cl -0.74373 9.48032 -6.26283
63 Cl 0.05050 8.26409 -3.73281
64 H -0.55762 10.50415 -4.14610
65 H -1.95261 9.39961 -4.23890
66 C -7.71679 2.42399 -1.33017
67 Cl -7.88060 4.06436 -0.68770
68 Cl -6.57806 1.46941 -0.37418
69 H -8.69031 1.93769 -1.30894
70 H -7.35528 2.48140 -2.35527
71 C -1.22025 -8.25936 3.43305
72 Cl -2.32669 -8.09319 4.80323
73 Cl -0.26975 -6.78926 3.19728
74 H -0.54464 -9.09122 3.62336
75 H -1.80072 -8.45318 2.53282
76 C 9.55209 -8.01087 -6.94623
77 Cl 10.46730 -9.05490 -8.04145
78 Cl 8.65723 -6.77588 -7.83929
79 H 8.84766 -8.62021 -6.38310
80 H 10.24452 -7.52122 -6.26336
81 C -0.26849 -0.81295 6.26035
82 Cl 1.16862 0.07421 5.73441
83 Cl -1.23868 -1.33680 4.88120
84 H 0.04472 -1.68912 6.82531
85 H -0.87272 -0.16375 6.89148
86 C -3.42594 13.90392 -2.68671
87 Cl -2.51101 12.68082 -3.57579
88 Cl -2.72033 15.51090 -2.89737
89 H -4.44971 13.91620 -3.05574
90 H -3.41798 13.65026 -1.62830


3.
ORCA calculation (the ωB97M-V functional and the def2-TZVPD basis) on a 10-piece molecular cluster, C60H150N10O20 overall in a non-equilibrium geometry.

Properties
- Relative energy (zero: lowest compared OMol25 entry of this formula, charge and spin): 161.7 kJ/mol
- 2S+1: 2
- LUMO (alpha / beta): -1.752 / -6.502 eV
- Gap between HOMO and LUMO (alpha / beta): 7.54 / 2.79 eV
- Energy: -120477.8945 eV
- Highest occupied orbital energy (alpha / beta): -9.29 / -9.29 eV
- Total charge: +1

Cartesian coordinates (Å):
1 C -2.91777 -5.34248 -0.82344
2 O -3.84476 -5.97811 -1.74708
3 C -3.57161 -7.30851 -2.08228
4 C -4.81754 -7.79026 -2.89419
5 N -4.80705 -9.17426 -3.21629
6 C -5.43103 -10.00178 -2.15867
7 C -4.68916 -11.34265 -2.10178
8 O -5.13412 -11.97050 -0.91888
9 C -4.33629 -13.11538 -0.52328
10 H -2.03603 -5.15203 -1.43528
11 H -2.58348 -6.01522 -0.03364
12 H -3.36468 -4.43221 -0.42373
13 H -3.47086 -7.94792 -1.20530
14 H -2.63149 -7.29159 -2.63365
15 H -4.87579 -7.15826 -3.78035
16 H -5.76555 -7.55305 -2.41138
17 H -5.31816 -9.26341 -4.08285
18 H -6.50573 -10.11604 -2.30025
19 H -5.31464 -9.57819 -1.16110
20 H -3.67952 -10.94222 -2.01018
21 H -4.72808 -11.95996 -2.99928
22 H -4.42667 -14.03544 -1.10070
23 H -4.50030 -13.28082 0.54153
24 H -3.27073 -12.88792 -0.55386
25 C 4.47995 1.24863 -0.34493
26 O 3.27213 1.29415 0.44323
27 C 2.56958 2.53136 0.33426
28 C 1.33738 2.48481 1.16428
29 N 0.51705 1.37185 0.58768
30 C -0.56370 0.81426 1.42765
31 C -1.33686 -0.33267 0.69730
32 O -0.47338 -1.47175 0.64966
33 C -1.17695 -2.58063 0.09388
34 H 4.37739 1.89151 -1.21917
35 H 4.76002 0.21485 -0.54731
36 H 5.28465 1.59836 0.30179
37 H 2.24538 2.76169 -0.68061
38 H 3.25980 3.29495 0.69288
39 H 0.69933 3.36464 1.08118
40 H 1.45610 2.17850 2.20359
41 H 1.22055 0.65041 0.51890
42 H -1.28700 1.58284 1.70013
43 H -0.14058 0.46922 2.37105
44 H -1.70098 -0.03646 -0.28645
45 H -2.24992 -0.45834 1.27921
46 H -0.46303 -3.36494 -0.15765
47 H -1.65752 -2.29663 -0.84234
48 H -1.82078 -3.14657 0.76714
49 C 4.31507 3.45720 5.58878
50 O 5.22109 3.60358 4.53010
51 C 4.90267 2.73067 3.44448
52 C 5.32415 1.21014 3.67105
53 N 6.67585 0.93648 4.08027
54 C 7.05689 -0.49738 4.12548
55 C 8.58552 -0.72253 4.13589
56 O 9.17089 -0.35686 5.39710
57 C 10.43223 -0.86765 5.64755
58 H 4.35306 2.43355 5.96132
59 H 3.28829 3.56871 5.24037
60 H 4.54599 4.08692 6.44798
61 H 5.60174 3.08649 2.68765
62 H 3.89561 2.75065 3.02793
63 H 5.02430 0.74149 2.73374
64 H 4.65879 0.70633 4.37215
65 H 7.34826 1.66858 3.90137
66 H 6.61998 -0.99574 3.26012
67 H 6.56667 -0.95303 4.98581
68 H 8.95159 -0.09364 3.32435
69 H 8.80981 -1.78087 4.00289
70 H 10.83075 -0.44322 6.56905
71 H 11.14465 -0.49191 4.91313
72 H 10.45069 -1.95096 5.76669
73 C 3.28179 3.21398 -8.53300
74 O 2.55932 3.92049 -7.52884
75 C 1.12835 3.84173 -7.62545
76 C 0.55952 2.41313 -7.35881
77 N 0.34620 2.09529 -5.93899
78 C 1.53071 2.03875 -5.13147
79 C 1.31766 1.52839 -3.72155
80 O 0.79287 0.12877 -3.67442
81 C 0.29143 -0.34572 -2.45945
82 H 2.81722 3.37000 -9.50661
83 H 3.24221 2.16919 -8.22484
84 H 4.31611 3.55239 -8.59421
85 H 0.84563 4.34443 -8.55037
86 H 0.81293 4.51213 -6.82596
87 H 1.26552 1.69558 -7.77689
88 H -0.33286 2.37425 -7.98350
89 H -0.05249 1.16864 -5.88918
90 H 1.98643 3.02482 -5.04161
91 H 2.28233 1.40737 -5.60533
92 H 0.72970 2.21707 -3.11481
93 H 2.31284 1.60118 -3.28289
94 H -0.45225 0.36968 -2.10841
95 H 1.02653 -0.44946 -1.66135
96 H -0.20959 -1.31008 -2.54367
97 C 5.10727 -3.26553 3.90882
98 O 4.34983 -2.04933 3.88434
99 C 3.41541 -2.05581 2.79450
100 C 4.04422 -1.93510 1.46507
101 N 4.48105 -3.24850 0.86199
102 C 3.47682 -4.15293 0.32187
103 C 4.37847 -5.08390 -0.58383
104 O 5.28478 -4.38238 -1.39545
105 C 5.96537 -5.35502 -2.20716
106 H 5.66124 -3.53483 3.00956
107 H 4.37112 -4.05016 4.08356
108 H 5.81003 -3.26582 4.74203
109 H 2.71212 -1.24447 2.98208
110 H 2.79774 -2.95285 2.75085
111 H 4.97078 -1.38362 1.62458
112 H 3.46216 -1.35911 0.74567
113 H 5.15624 -2.96039 0.16830
114 H 2.82586 -3.55691 -0.31774
115 H 2.96504 -4.71172 1.10541
116 H 3.75399 -5.69708 -1.23355
117 H 4.99191 -5.75958 0.01219
118 H 5.36553 -5.81458 -2.99271
119 H 6.56146 -6.09869 -1.67826
120 H 6.66527 -4.83127 -2.85828
121 C -1.32821 1.82519 4.79329
122 O -2.23316 1.81956 3.74575
123 C -3.19733 0.76122 3.72425
124 C -4.29629 1.04571 4.82277
125 N -5.13074 2.19449 4.38403
126 C -6.02574 2.82261 5.35315
127 C -7.16384 1.93762 5.87496
128 O -6.68959 1.18453 6.99378
129 C -7.73186 0.41193 7.59806
130 H -1.95321 2.01346 5.66624
131 H -0.69792 2.70153 4.64207
132 H -0.75663 0.91992 4.99787
133 H -2.79084 -0.24504 3.82578
134 H -3.64739 0.81560 2.73300
135 H -3.76743 1.12129 5.77288
136 H -4.94569 0.17800 4.93875
137 H -4.58072 2.82264 3.81569
138 H -6.49693 3.68416 4.88005
139 H -5.47002 3.20189 6.21071
140 H -7.66110 1.32370 5.12400
141 H -7.89186 2.66549 6.23311
142 H -8.24347 -0.26856 6.91740
143 H -8.38208 0.97983 8.26349
144 H -7.20623 -0.26237 8.27418
145 C -6.04338 -2.92229 -1.55144
146 O -5.12993 -2.07216 -0.82580
147 C -5.70446 -0.95094 -0.12621
148 C -5.74256 0.38404 -0.90030
149 N -6.82794 0.39605 -1.88686
150 C -6.79584 1.53635 -2.76645
151 C -7.57300 1.27294 -4.05753
152 O -7.12594 0.12811 -4.75173
153 C -8.06371 -0.45697 -5.73887
154 H -6.55252 -3.47735 -0.76354
155 H -5.49937 -3.61236 -2.19638
156 H -6.80604 -2.38988 -2.11978
157 H -5.06534 -0.82004 0.74700
158 H -6.69236 -1.25130 0.22301
159 H -4.73939 0.45535 -1.32061
160 H -5.96291 1.09613 -0.10502
161 H -6.70818 -0.44741 -2.42936
162 H -5.72764 1.67054 -2.93689
163 H -7.08340 2.43220 -2.21611
164 H -7.33606 2.06468 -4.76824
165 H -8.65436 1.33852 -3.93730
166 H -7.80884 -1.49177 -5.96765
167 H -7.94686 0.11461 -6.65959
168 H -9.13639 -0.29133 -5.63878
169 C -1.42552 5.01754 7.72415
170 O -2.18474 4.86415 6.47532
171 C -2.61389 6.07037 5.86137
172 C -3.26785 5.76637 4.54376
173 N -2.62239 4.89062 3.55134
174 C -1.63836 5.47649 2.58932
175 C -0.35738 5.87925 3.32073
176 O 0.80734 5.45390 2.58305
177 C 2.03957 5.86192 3.09485
178 H -1.44223 4.04774 8.22145
179 H -1.87540 5.71750 8.42827
180 H -0.36663 5.23137 7.57883
181 H -1.75839 6.69563 5.60590
182 H -3.29681 6.57425 6.54535
183 H -3.70210 6.63533 4.04934
184 H -4.18090 5.24814 4.83681
185 H -2.46251 3.98515 3.96925
186 H -2.06152 6.40113 2.19679
187 H -1.45724 4.67984 1.86776
188 H -0.28276 5.44484 4.31763
189 H -0.30783 6.95719 3.47466
190 H 2.26014 6.92423 2.99022
191 H 2.92289 5.38534 2.66972
192 H 2.16788 5.47832 4.10702
193 C 7.33520 -1.23205 -1.72921
194 O 7.32713 -0.41017 -0.56128
195 C 8.65845 -0.11746 -0.09467
196 C 8.66861 1.05462 0.87476
197 N 8.13795 2.21020 0.13204
198 C 8.06074 3.38386 1.01857
199 C 7.45024 4.62413 0.31509
200 O 5.99293 4.43561 0.18626
201 C 5.35754 5.53227 -0.41699
202 H 7.59846 -2.26206 -1.48864
203 H 8.12443 -0.88570 -2.39648
204 H 6.38808 -1.14710 -2.26197
205 H 9.27291 0.29688 -0.89396
206 H 9.24312 -0.93945 0.31834
207 H 9.65367 1.29592 1.27416
208 H 7.93777 0.77662 1.63417
209 H 7.22048 1.86531 -0.11165
210 H 9.04681 3.70701 1.35225
211 H 7.47152 3.12264 1.89759
212 H 7.86865 4.74577 -0.68404
213 H 7.76578 5.50127 0.88004
214 H 4.26915 5.48390 -0.38296
215 H 5.72841 5.59012 -1.44032
216 H 5.69088 6.47653 0.01354
217 C -2.79797 -3.37227 -3.76338
218 O -2.67663 -2.06625 -4.36642
219 C -3.53710 -1.10413 -3.73715
220 C -3.32373 0.25682 -4.36560
221 N -4.17368 0.50591 -5.55545
222 C -3.56461 1.61154 -6.41954
223 C -4.49825 1.86484 -7.62406
224 O -5.59388 2.64207 -7.11333
225 C -6.62820 2.84638 -8.06325
226 H -1.90735 -3.88602 -4.12525
227 H -3.73078 -3.91660 -3.91056
228 H -2.67214 -3.28194 -2.68444
229 H -3.31528 -1.10164 -2.66995
230 H -4.57308 -1.40589 -3.89136
231 H -2.25746 0.45482 -4.47502
232 H -3.64508 1.01079 -3.64702
233 H -5.06223 0.68403 -5.10950
234 H -2.58806 1.21583 -6.69858
235 H -3.40017 2.53407 -5.86277
236 H -4.74407 0.92040 -8.10957
237 H -3.98152 2.51194 -8.33283
238 H -6.42419 3.51475 -8.89976
239 H -7.53530 3.16335 -7.54865
240 H -6.85074 1.85657 -8.46181


Q: Which value of energy does entry 2 give?
A: -313848.8355 eV


Q: Which formula does entry 1 have?
A: C14H7N2O9Pd